1.
Below is a single C5H10O2 molecule at a distorted geometry, with properties calculated with wB97M-V/def2-TZVPD.

Geometry (Å):
H 2.49178 0.19983 -0.09851
C -0.63229 0.21443 0.65268
H -2.58623 -0.71365 0.55840
C -1.79414 -0.39272 -0.12709
C 0.44351 1.06773 -0.05599
H 0.64151 -0.72527 -1.25432
C 0.69363 -0.93310 0.65834
H 0.84035 -1.65473 1.48513
H -0.43465 0.79944 -1.87446
O 0.66613 -1.54831 -0.59221
O 0.47069 0.80080 -1.51879
H 0.46270 2.14481 0.13178
H -1.09057 0.85548 1.44941
H -2.27267 0.25813 -0.87345
H 1.90048 0.62835 1.54335
H -1.40865 -1.28024 -0.63474
C 1.60842 0.27903 0.55050

LUMO = 0.83 eV
energy relative to the best compared isomer or geometry (same formula, charge and spin) = 69.6 kcal per mole
highest occupied orbital energy = -9.25 eV
orbital gap = 10.081 eV
E = -346.9146 Eh
SMILES string = C[C@@H]1[C@H](O)C[C@@H]1O

List of Mulliken charges in e, atom by atom:
1 H 0.29
2 C 0.16
3 H 0.38
4 C -1.39
5 C -0.40
6 H 0.56
7 C -0.35
8 H 0.41
9 H 0.36
10 O -0.64
11 O -0.64
12 H 0.45
13 H 0.38
14 H 0.31
15 H 0.33
16 H 0.34
17 C -0.55

=====

2.
Below is C5H10O2 as an isolated structure, with properties calculated with wB97M-V/def2-TZVPD.

Geometry (Å):
H -2.66998 -1.13513 -0.86879
C -0.15890 1.24605 0.21110
H -2.26847 -2.23456 0.47996
H 3.05716 -0.18358 0.21422
H -0.41366 1.02722 1.25499
H 1.58015 -1.04212 0.78971
O 1.27108 1.32355 0.00369
C 2.08276 -0.08606 0.67887
H -1.04996 0.31081 -1.60373
O -0.70427 -1.14750 -0.19796
H 2.15444 0.43490 1.64756
H 1.36539 0.64112 -2.05518
C 1.13521 0.16709 -1.09438
C -0.34821 0.09154 -0.78309
H -2.42998 -0.48333 0.77375
H -0.59110 2.20606 -0.08844
C -2.08165 -1.24479 0.05632

LUMO = 0.97 eV
energy relative to the best compared isomer or geometry (same formula, charge and spin) = 179.2 kcal per mole
highest occupied orbital energy = -7.02 eV
orbital gap = 7.991 eV
E = -346.7399 Eh

List of Mulliken charges in e, atom by atom:
1 H 0.30
2 C -0.33
3 H 0.26
4 H 0.32
5 H 0.28
6 H 0.30
7 O -0.29
8 C -0.53
9 H 0.45
10 O -0.34
11 H 0.26
12 H 0.18
13 C -0.61
14 C -0.02
15 H 0.28
16 H 0.24
17 C -0.76

=====

3.
Below is a single C5H10O2 molecule, with properties calculated with wB97M-V/def2-TZVPD.

Geometry (Å):
H 1.83235 -1.63161 -0.18656
H 0.00955 1.75603 0.92606
H -0.42346 -1.13687 -1.70342
H -2.23499 0.76744 1.07571
O -2.01730 -0.29273 -0.69901
H -0.02933 -0.66731 1.28460
H 0.03230 1.52522 -0.83938
C 0.15172 -0.33851 0.25306
C -0.82231 -1.06497 -0.67903
H 3.24656 0.05992 0.88069
C -1.83010 0.89703 0.05958
O 2.32176 -0.07287 1.11044
C 1.62524 -0.56107 -0.02262
H -1.05052 -2.08075 -0.33331
H 1.92088 -0.02293 -0.93810
H -2.37990 1.70711 -0.42946
C -0.32397 1.10728 0.11249

LUMO = 0.88 eV
energy relative to the best compared isomer or geometry (same formula, charge and spin) = 35.6 kcal per mole
highest occupied orbital energy = -9.55 eV
orbital gap = 10.427 eV
E = -346.9688 Eh
SMILES string = OC[C@H]1CCOC1

List of Mulliken charges in e, atom by atom:
1 H 0.32
2 H 0.33
3 H 0.31
4 H 0.26
5 O -0.39
6 H 0.27
7 H 0.32
8 C 0.33
9 C -0.59
10 H 0.31
11 C -0.45
12 O -0.52
13 C -0.72
14 H 0.29
15 H 0.34
16 H 0.31
17 C -0.70

=====

4.
Below is C5H10O2 as an isolated structure at a distorted geometry, with properties calculated with wB97M-V/def2-TZVPD.

Geometry (Å):
C -2.29287 -0.48597 0.25653
H 0.06010 -1.56528 -0.59266
C 0.19199 -0.50734 -0.32940
O 0.88366 -0.21647 1.20816
H -2.48573 -1.37730 -0.35551
H -3.17518 0.16114 0.21698
C 2.06658 0.19354 0.48225
H 1.12427 1.24093 -1.18213
C -1.07260 0.28681 -0.24986
H 2.49910 1.14178 0.81800
H 0.13020 0.79033 1.18713
H -2.14707 -0.79198 1.29775
O -0.74849 1.39560 0.49107
C 1.40202 0.22696 -0.88355
H 2.79596 -0.60722 0.59470
H 1.94607 -0.28775 -1.67376
H -1.18954 0.40354 -1.36475

LUMO = 0.90 eV
energy relative to the best compared isomer or geometry (same formula, charge and spin) = 84.7 kcal per mole
highest occupied orbital energy = -9.18 eV
orbital gap = 10.079 eV
E = -346.8905 Eh

List of Mulliken charges in e, atom by atom:
1 C -1.34
2 H 0.48
3 C -0.19
4 O -0.52
5 H 0.36
6 H 0.34
7 C -0.37
8 H 0.26
9 C 0.41
10 H 0.29
11 H 0.50
12 H 0.28
13 O -0.77
14 C -0.66
15 H 0.28
16 H 0.38
17 H 0.28

=====

5.
Below is a single C5H10O2 molecule, with properties calculated with wB97M-V/def2-TZVPD.

Geometry (Å):
C 1.15356 0.62879 1.65083
H 0.74507 -0.07534 2.38163
H -2.18811 -1.21685 -1.56394
H 2.20659 0.81120 1.88308
O 3.12423 -1.15399 0.39261
H 1.34177 0.78848 -0.49646
C 1.03148 0.03908 0.25009
H 1.48139 -2.02691 -0.41973
C -2.38500 -0.25174 -1.08809
H -0.55605 0.69405 -1.74867
H -1.23835 1.40020 -0.26925
O -0.27040 -0.42251 -0.03313
C 1.96411 -1.15142 0.06203
H -2.93705 -0.43094 -0.16035
C -1.06992 0.45290 -0.80479
H -3.00617 0.34483 -1.76449
H 0.60286 1.57018 1.72863

LUMO = 0.96 eV
energy relative to the best compared isomer or geometry (same formula, charge and spin) = 38.5 kcal per mole
highest occupied orbital energy = -9.74 eV
orbital gap = 10.697 eV
E = -346.9641 Eh
SMILES string = CCO[C@@H](C)C=O

List of Mulliken charges in e, atom by atom:
1 C -1.33
2 H 0.34
3 H 0.30
4 H 0.39
5 O -0.48
6 H 0.26
7 C 0.39
8 H 0.34
9 C -1.22
10 H 0.33
11 H 0.26
12 O -0.33
13 C -0.08
14 H 0.29
15 C -0.17
16 H 0.38
17 H 0.33

=====

6.
Below is a single C5H10O2 molecule, with properties calculated with wB97M-V/def2-TZVPD.

Geometry (Å):
H -1.47736 -1.74172 -0.13784
C -1.84826 0.40891 -0.53514
H 0.95900 -1.50231 0.20169
H -1.82806 1.29170 0.12168
H 2.71852 -0.24284 -0.78123
H -0.37856 0.91728 -1.63215
H 2.69427 1.50839 -0.42513
C 0.34078 -0.61756 0.34916
C -0.56958 -0.57088 1.53818
H -0.58235 -1.40719 2.23124
H 2.71505 0.31054 0.91351
C 2.33912 0.52763 -0.09440
H -0.71799 0.40591 1.99170
O -1.30899 0.70839 -1.80210
C -1.13136 -0.74822 0.14321
H -2.89694 0.14711 -0.70096
O 0.92835 0.56794 -0.11908

LUMO = 0.98 eV
energy relative to the best compared isomer or geometry (same formula, charge and spin) = 59.3 kcal per mole
highest occupied orbital energy = -9.50 eV
orbital gap = 10.474 eV
E = -346.9310 Eh
SMILES string = CO[C@H]1C[C@H]1CO

List of Mulliken charges in e, atom by atom:
1 H 0.34
2 C -0.58
3 H 0.38
4 H 0.23
5 H 0.33
6 H 0.39
7 H 0.24
8 C 0.13
9 C -0.75
10 H 0.26
11 H 0.32
12 C -0.82
13 H 0.24
14 O -0.58
15 C -0.09
16 H 0.36
17 O -0.40

=====

7.
Below is a single C5H10O2 molecule at a distorted geometry, with properties calculated with wB97M-V/def2-TZVPD.

Geometry (Å):
H -2.06093 -0.25939 1.73488
C -0.46520 -1.80476 -0.78424
H 1.92522 -0.49690 -1.93180
H 0.40272 1.50790 -1.54592
C 1.78522 -0.12743 -0.91654
O -2.12450 0.70368 1.75982
H 0.58414 -2.10140 -0.62965
H 2.62596 -0.23667 -0.24732
H -1.12749 2.20241 0.83714
O -0.78449 -0.85107 0.20903
H -0.55324 -1.37610 -1.78114
C -0.91291 1.21396 1.27445
C -0.29892 0.36873 0.17944
H -0.20733 1.38474 2.09953
H -1.18781 -2.60653 -0.63883
C 0.78266 0.92278 -0.68650
H 1.21154 1.67162 0.00138

LUMO (spin up / spin down) = 0.36 / 0.89 eV
energy relative to the best compared isomer or geometry (same formula, charge and spin) = 126.5 kcal per mole
highest occupied orbital energy (spin up / spin down) = -6.24 / -7.93 eV
orbital gap (spin up / spin down) = 6.592 / 8.823 eV
E = -346.8239 Eh

List of Mulliken charges in e, atom by atom:
1 H 0.35
2 C -0.87
3 H 0.36
4 H 0.30
5 C -1.11
6 O -0.54
7 H 0.39
8 H 0.31
9 H 0.30
10 O -0.46
11 H 0.34
12 C -0.46
13 C 0.50
14 H 0.22
15 H 0.24
16 C -0.13
17 H 0.26

=====

8.
Below is C5H10O2 as an isolated structure, with properties calculated with wB97M-V/def2-TZVPD.

Geometry (Å):
C -1.48295 2.43131 0.99990
H 1.78994 -2.19735 0.19478
H 1.38909 -1.46629 -2.17106
C 0.83412 -1.71999 -0.08406
C 1.03352 -0.32745 0.45052
C 0.58175 -1.91679 -1.58079
H 0.07370 -2.25025 0.50561
H -0.27677 0.95081 1.99879
H -1.96242 0.44923 1.67874
O -0.65962 0.39636 0.07899
H 1.52425 0.24861 -0.36470
H -0.60172 1.12060 -0.57808
O -1.31430 2.91643 -0.09748
H -1.90370 3.01711 1.83634
H 0.51756 -2.97700 -1.85342
H -0.35892 -1.44069 -1.88038
C -1.10549 1.00310 1.27815

LUMO = 0.67 eV
energy relative to the best compared isomer or geometry (same formula, charge and spin) = 123.1 kcal per mole
highest occupied orbital energy = -7.64 eV
orbital gap = 8.309 eV
E = -346.8293 Eh

List of Mulliken charges in e, atom by atom:
1 C 0.19
2 H 0.34
3 H 0.29
4 C -0.17
5 C -0.57
6 C -1.08
7 H 0.24
8 H 0.33
9 H 0.29
10 O -0.33
11 H 0.13
12 H 0.38
13 O -0.51
14 H 0.36
15 H 0.34
16 H 0.25
17 C -0.48

=====

9.
Below is a single C5H10O2 molecule at a distorted geometry, with properties calculated with wB97M-V/def2-TZVPD.

Geometry (Å):
C 0.62039 0.04974 1.93415
O -1.04806 -0.12556 -2.33026
C -0.22253 1.05567 -0.34301
H -0.32556 0.29416 2.44680
H -0.36385 1.66311 -2.51035
H 0.05891 -2.26307 0.17478
C 0.29980 -0.17626 0.44575
H -1.38541 -1.56547 1.00946
C -0.09828 0.67913 -2.01977
H 1.24525 -0.32416 -0.06625
C -0.61396 -1.39277 0.25842
H -0.78733 -1.41804 -0.92234
O 1.15852 0.42401 -2.15501
H 1.35560 0.84622 2.10081
H 1.02773 -0.86083 2.37007
H -1.30175 1.14879 -0.16576
H 0.38053 1.96533 -0.22749

LUMO = -2.81 eV
energy relative to the best compared isomer or geometry (same formula, charge and spin) = 141.1 kcal per mole
highest occupied orbital energy = -10.10 eV
orbital gap = 7.295 eV
E = -346.8006 Eh

List of Mulliken charges in e, atom by atom:
1 C -1.53
2 O -0.52
3 C -0.47
4 H 0.37
5 H 0.41
6 H 0.35
7 C 0.30
8 H 0.35
9 C 0.29
10 H 0.36
11 C -1.08
12 H 0.27
13 O -0.52
14 H 0.37
15 H 0.37
16 H 0.31
17 H 0.38

=====

10.
Below is C5H10O2 as an isolated structure, with properties calculated with wB97M-V/def2-TZVPD.

Geometry (Å):
C -2.29017 -0.55456 0.15353
O -1.00864 1.48093 0.55479
C 0.29098 -0.44101 -0.06473
H -2.28337 -1.49053 -0.42082
H 1.16032 1.25970 -1.05772
H 2.77797 0.92443 0.78026
H -1.13175 0.54496 -1.24284
H -2.36223 -0.79147 1.22021
H 1.72985 -0.27734 -1.79137
H -3.18316 0.00994 -0.13597
H 0.19543 -1.52482 -0.21734
C -1.05699 0.27613 -0.17751
C 1.41138 0.21153 -0.86921
C 2.22112 0.05508 0.41599
H 2.87079 -0.83054 0.42897
H -0.35040 1.33500 1.25374
O 1.00891 -0.18743 1.17000

LUMO = 1.05 eV
energy relative to the best compared isomer or geometry (same formula, charge and spin) = 48.6 kcal per mole
highest occupied orbital energy = -10.05 eV
orbital gap = 11.097 eV
E = -346.9479 Eh

List of Mulliken charges in e, atom by atom:
1 C -1.46
2 O -0.57
3 C 0.16
4 H 0.36
5 H 0.26
6 H 0.28
7 H 0.28
8 H 0.31
9 H 0.33
10 H 0.36
11 H 0.37
12 C 0.23
13 C -0.69
14 C -0.32
15 H 0.24
16 H 0.37
17 O -0.51

=====

11.
Below is a single C5H10O2 molecule, with properties calculated with wB97M-V/def2-TZVPD.

Geometry (Å):
C -1.90901 1.49810 1.09962
H 0.26320 -1.92340 0.12272
H 1.98924 -2.09377 -1.70730
H -0.31348 -1.14860 -1.35420
C 0.43975 -1.07850 -0.55584
O -1.59760 2.58760 0.66790
H 0.97864 0.31704 0.98345
C 1.84212 -1.16108 -1.15177
H -1.05551 -0.25262 1.92207
H 0.05647 2.09870 -0.32262
H -1.85079 -0.49250 0.42214
C 0.20465 0.22913 0.20257
H -2.84501 1.39203 1.68645
O 0.34024 1.26829 -0.74000
H 2.60456 -1.11801 -0.36498
H 2.01254 -0.32216 -1.83141
C -1.16000 0.19978 0.92120

LUMO = 0.90 eV
energy relative to the best compared isomer or geometry (same formula, charge and spin) = 30.5 kcal per mole
highest occupied orbital energy = -9.95 eV
orbital gap = 10.851 eV
E = -346.9768 Eh
SMILES string = CC[C@@H](O)CC=O

List of Mulliken charges in e, atom by atom:
1 C 0.07
2 H 0.32
3 H 0.35
4 H 0.37
5 C -0.59
6 O -0.52
7 H 0.21
8 C -1.22
9 H 0.40
10 H 0.35
11 H 0.36
12 C 0.35
13 H 0.35
14 O -0.57
15 H 0.31
16 H 0.30
17 C -0.82

=====

12.
Below is a 2-piece molecular cluster, C5H10O2 overall, with properties calculated with wB97M-V/def2-TZVPD.

Geometry (Å):
H 0.59841 2.07697 0.93132
H 2.11393 0.31089 1.48477
O 0.93263 -1.94428 -0.47359
C -0.99683 0.82663 0.55236
H 2.13193 0.35493 -0.29130
C 1.10374 -1.31680 0.55024
H -1.61949 1.67768 0.82043
H -1.25544 -1.19329 -0.32868
C 1.51097 0.13088 0.58434
C 0.31560 1.05486 0.67863
C -1.81361 -0.32897 0.02790
H -0.19619 0.81927 -1.84946
O 0.55055 0.40826 -2.30099
H 0.64093 -0.45278 -1.86293
H -2.39459 0.04491 -0.82504
H 0.92102 -1.79947 1.53154
H -2.54355 -0.66969 0.77048

LUMO = 0.67 eV
energy relative to the best compared isomer or geometry (same formula, charge and spin) = 46.8 kcal per mole
highest occupied orbital energy = -9.81 eV
orbital gap = 10.484 eV
E = -346.9509 Eh
SMILES string = C/C=C\CC=O.O

List of Mulliken charges in e, atom by atom:
1 H 0.33
2 H 0.37
3 O -0.50
4 C -0.19
5 H 0.38
6 C -0.05
7 H 0.30
8 H 0.33
9 C -0.60
10 C -0.21
11 C -1.22
12 H 0.34
13 O -0.66
14 H 0.34
15 H 0.34
16 H 0.36
17 H 0.35